(1)
42
Properties=species:S:1:pos:R:3:lowdin_charge:R:1 method="wB97M-V/def2-TZVPD" e_homo_ev=-10.781 gap_ev=10.12 lumo_ev=-0.660 charge=0 smiles="CC[C@@H](Cl)C1=C(F)C(=O)OC1=O.CCCC#N.CCCC#N"
C -1.3148 -2.5314 1.1901 -0.096
C -1.5675 -3.5154 0.0556 -0.267
C -2.6653 -3.0182 -0.8754 -0.613
Cl -2.7143 -4.0435 -2.3632 0.646
C -4.0198 -3.0213 -0.2650 -0.106
C -4.8543 -1.9893 -0.1390 -0.114
F -4.6819 -0.7424 -0.5403 0.154
C -6.1015 -2.4268 0.5570 -0.351
O -6.9126 -1.8122 1.1556 0.214
O -6.0733 -3.8158 0.4931 0.144
C -4.7353 -4.1762 0.3468 -0.381
O -4.2912 -5.1980 0.7522 0.195
H -2.1798 -2.3900 1.8370 0.072
H -0.4970 -2.9108 1.8030 0.081
H -1.0119 -1.5497 0.8305 0.053
H -0.6650 -3.6405 -0.5410 0.106
H -1.8740 -4.4772 0.4623 0.106
H -2.4625 -2.0109 -1.2335 0.112
C 1.3891 2.5792 2.9584 -0.108
C 1.2767 1.9482 1.5750 -0.281
C -0.1608 1.8819 1.0547 -0.193
C -1.0141 1.0761 1.9276 -0.234
N -1.6849 0.4301 2.6030 0.158
H 0.8504 1.9962 3.7068 0.071
H 2.4320 2.6320 3.2708 0.070
H 0.9849 3.5935 2.9642 0.076
H 1.6939 0.9407 1.5959 0.107
H 1.8693 2.5181 0.8591 0.088
H -0.1751 1.4369 0.0586 0.096
H -0.5931 2.8817 0.9839 0.121
C 5.1587 3.0547 -1.3106 -0.108
C 5.0067 2.3981 -2.6775 -0.259
C 3.5461 2.3095 -3.1356 -0.186
C 2.7424 1.5130 -2.2084 -0.217
N 2.1108 0.8928 -1.4742 0.168
H 4.6540 2.4767 -0.5349 0.066
H 6.2101 3.1275 -1.0350 0.073
H 4.7406 4.0632 -1.3100 0.077
H 5.4375 1.3958 -2.6535 0.112
H 5.5647 2.9672 -3.4224 0.108
H 3.4773 1.8513 -4.1225 0.119
H 3.1044 3.3053 -3.1990 0.121

***

(2)
90
Properties=species:S:1:pos:R:3:lowdin_charge:R:1 method="wB97M-V/def2-TZVPD" e_homo_ev="-5.406 / -5.406" s2=0.76 gap_ev="5.05 / 5.01" spin_multiplicity=2 lumo_ev="-0.359 / -0.392" charge=0
C -2.7271 -1.8919 -3.9030 -0.048
C -2.4578 -0.6645 -3.0706 -0.203
H -3.1811 -2.7360 -3.3423 0.095
H -1.8159 -2.2667 -4.3867 0.074
H -3.4472 -1.5985 -4.6779 0.081
C -3.4648 -0.0317 -2.4429 -0.123
C -4.8607 -0.4758 -2.6481 -0.108
H -3.3197 0.9138 -1.9096 0.088
H -5.0130 -1.4973 -2.2859 0.084
H -5.1153 -0.4526 -3.7093 0.078
H -5.5480 0.1843 -2.1403 0.055
Ti 1.3231 0.3404 1.0212 0.616
Cl 2.2584 -2.1350 -2.8179 0.254
C 1.3066 3.2612 1.2934 -0.176
O 1.5630 2.0274 1.5845 -0.218
N 0.7797 3.9873 2.2549 -0.144
C 0.0900 3.3077 3.3673 0.014
C 0.9114 5.4290 2.1463 -0.017
H 1.6207 3.6925 0.3380 0.157
H 0.7118 2.4905 3.7688 0.100
H -0.8674 2.8734 3.0382 0.081
H -0.0967 4.0414 4.1505 0.095
H 1.8440 5.6096 1.6014 0.098
H 0.9628 5.8673 3.1479 0.100
H 0.0796 5.8630 1.5741 0.097
H 2.3468 -0.7939 4.2342 0.107
H 5.0613 -2.4407 3.9046 0.106
C 2.1208 -1.8462 3.9802 -0.003
C 4.2633 -3.1262 3.5478 -0.030
N 3.1036 -2.4254 3.0377 -0.138
H 1.1169 -1.8660 3.5397 0.057
C 3.0452 -2.0509 1.7643 -0.174
O 2.1144 -1.2603 1.4493 -0.230
H 4.6702 -3.7278 2.7250 0.102
H 3.7780 -2.3410 1.0170 0.174
H 2.1437 -2.4491 4.8933 0.096
H 3.9359 -3.7673 4.3789 0.097
H -4.3129 -0.9464 0.8844 0.090
H -4.7634 1.4132 0.0736 0.078
C -4.3832 -0.5945 1.9221 -0.041
C -4.8914 1.6693 1.1378 -0.069
N -4.0536 0.8202 1.9649 -0.198
H -3.6756 -1.1407 2.5450 0.084
C -3.4600 1.3563 3.0745 -0.353
O -2.8723 0.6929 3.9393 -0.047
H -4.5866 2.7058 1.2977 0.076
H -3.5368 2.4656 3.1024 0.129
H -5.4143 -0.7709 2.2657 0.096
H -5.9631 1.5659 1.3867 0.095
O -0.6668 -1.8533 -2.2410 -0.228
C -0.9904 -0.5067 -2.6950 -0.224
C -1.4578 1.1567 -0.6994 -0.114
C -0.7690 0.7615 -1.8605 -0.149
H -2.0536 0.4220 -0.1284 0.093
C -1.5064 2.4957 -0.2909 -0.100
H -0.3790 -0.4453 -3.6051 0.139
C -0.0821 1.7977 -2.5403 -0.059
H -2.0839 2.7871 0.5889 0.091
C -0.9410 3.5087 -1.0838 -0.108
C -0.2101 3.1306 -2.1992 -0.089
H 0.5357 1.5408 -3.4069 0.129
H -1.0609 4.5691 -0.8241 0.103
H 0.2804 3.8927 -2.8239 0.113
Si 0.3587 -3.0587 -2.0832 -0.012
Cl -0.4403 -0.1983 2.0999 0.275
C 0.2085 -3.4484 -0.2040 -0.196
C 1.6082 -4.5986 -1.7845 -0.380
C -0.6555 -4.3594 -3.1764 -0.171
H -0.5766 -2.8885 0.2842 -0.004
H 1.1947 -3.2994 0.2593 -0.007
H -0.0354 -4.5272 -0.2328 0.029
H -1.7120 -4.3430 -2.8386 0.011
H -0.2595 -5.4007 -3.0227 0.022
H -0.5795 -4.0801 -4.2373 0.013
H 2.3205 -4.3121 -1.0147 -0.023
H 2.0738 -4.8483 -2.7302 -0.011
H 0.9623 -5.4040 -1.4341 -0.008
C 4.2561 1.0885 0.5676 -0.105
C 3.5084 1.4168 -0.7034 -0.508
C 4.4878 1.3569 -1.8849 -0.076
C 2.2761 0.5120 -0.8472 -0.245
H 4.6770 0.0810 0.5093 0.082
H 3.6416 1.1793 1.4770 0.051
H 5.1014 1.7789 0.6647 0.084
H 3.1742 2.4677 -0.6590 0.107
H 4.8774 0.3421 -2.0321 0.084
H 4.0228 1.7024 -2.8158 0.079
H 5.3339 2.0255 -1.6796 0.071
H 1.6652 0.8241 -1.6918 0.019
H 2.5716 -0.5467 -0.9985 -0.010

***

(3)
7
Properties=species:S:1:pos:R:3:lowdin_charge:R:1 method="wB97M-V/def2-TZVPD" e_homo_ev=-10.253 gap_ev=10.51 lumo_ev=0.257 charge=0 relative_energy_kj_mol=325.2 smiles="O=CN1C=N1"
O 1.6042 -1.4301 0.5126 0.076
C 0.9828 -0.5611 -0.0256 -0.334
N 0.1086 0.3071 0.7072 0.019
C -1.1513 0.5050 0.1133 -0.201
N -0.4579 1.4246 -0.3357 0.187
H 1.0544 -0.3096 -1.1052 0.127
H -2.1407 0.0642 0.1334 0.127

***

(4)
86
Properties=species:S:1:pos:R:3:lowdin_charge:R:1 method="wB97M-V/def2-TZVPD" e_homo_ev=-4.527 gap_ev=6.96 lumo_ev=2.432 charge=-1 relative_energy_kj_mol=0.0
Tl 0.6549 0.1038 0.2737 0.831
C 0.3224 3.9941 0.9933 -0.076
C 1.6709 3.9774 0.2837 -0.252
N 1.7794 2.9091 -0.7122 -0.179
C 3.1640 2.6045 -1.0702 -0.264
C 3.9814 3.7448 -1.6827 -0.084
C 0.9470 3.1188 -1.8860 -0.182
C 0.2598 1.8337 -2.3045 -0.226
N -0.5901 1.3475 -1.2260 -0.049
C -1.8834 1.6779 -1.1302 -0.173
C -2.4891 1.3567 0.2294 -0.274
F -1.4348 1.1322 1.0839 -0.080
C -4.6008 1.3878 0.3094 -0.362
F -5.7043 1.1647 1.1063 0.044
C -5.0442 1.8884 -1.0306 0.049
C -4.1950 2.2299 -1.9988 -0.227
F -4.7338 2.6896 -3.1537 0.055
C -2.7443 2.1554 -2.0794 -0.148
F -2.2636 2.4430 -3.3333 0.012
H 0.3022 4.8182 1.7124 0.076
H -0.5161 4.1315 0.3052 0.063
H 0.1702 3.0606 1.5422 0.026
H 1.8703 4.9620 -0.1688 0.113
H 2.4392 3.7844 1.0336 0.083
H 3.6482 2.2583 -0.1632 0.060
H 3.1502 1.7575 -1.7640 0.105
H 4.1006 4.5733 -0.9792 0.063
H 4.9795 3.3777 -1.9397 0.072
H 3.5307 4.1418 -2.5955 0.059
H 0.1672 3.8455 -1.6578 0.118
H 1.5203 3.5211 -2.7346 0.114
H -0.2826 2.0278 -3.2261 0.107
H 1.0173 1.0678 -2.5228 0.100
H -6.1072 2.0084 -1.1984 0.123
C -0.5588 -2.3712 -3.6322 -0.077
C -0.0870 -3.6550 -3.3562 -0.084
C 0.3013 -3.9652 -2.0771 -0.017
C 0.2160 -2.9986 -1.0546 -0.346
N -0.1617 -1.7427 -1.3495 0.067
C -0.5600 -1.4589 -2.6032 -0.127
N 0.5405 -3.4323 0.2191 0.127
C 0.0770 -2.8683 1.3033 -0.330
N -0.6929 -1.7636 1.4562 0.072
C -1.2518 -1.8408 2.7478 -0.311
N -2.2384 -1.2053 3.2697 0.178
C -2.9497 -0.3198 2.4385 -0.343
C -3.2135 1.0087 3.0715 0.002
C -3.4509 2.1413 2.4215 -0.014
C -3.5047 2.2911 0.9211 -0.092
C -3.5753 0.2221 0.2142 -0.115
N -3.3113 -0.7097 1.2827 0.177
C -0.5531 -2.9189 3.5120 -0.108
C -0.6358 -3.3137 4.8313 -0.012
C 0.1682 -4.3793 5.2330 -0.088
C 1.0042 -5.0291 4.3232 -0.090
C 1.0577 -4.6289 2.9899 -0.016
C 0.2700 -3.5588 2.6158 -0.101
H -0.9032 -2.0841 -4.6173 0.097
H -0.0303 -4.4007 -4.1400 0.099
H 0.6603 -4.9485 -1.8044 0.105
H -0.8944 -0.4398 -2.7653 0.094
H -3.1753 1.0050 4.1554 0.107
H -3.6427 3.0414 2.9942 0.109
H -3.5152 3.3296 0.5967 0.151
H -3.6496 -0.3264 -0.7211 0.150
H -1.2927 -2.7973 5.5220 0.111
H 0.1523 -4.7055 6.2664 0.093
H 1.6163 -5.8580 4.6604 0.093
H 1.6963 -5.1264 2.2685 0.108
C 5.2108 3.4363 2.2744 -0.034
C 4.5314 2.2832 2.9627 -0.350
C 5.1912 1.5310 3.9218 -0.043
C 4.4685 0.5023 4.4936 -0.150
N 3.2163 0.2153 4.1579 0.048
C 2.6550 0.9749 3.1948 -0.792
S 0.9749 0.5998 2.8375 0.651
N 3.2763 2.0150 2.6010 0.097
H 6.0868 3.7711 2.8316 0.071
H 4.5142 4.2671 2.1606 0.074
H 5.5339 3.1357 1.2741 0.077
H 6.2129 1.7441 4.2109 0.098
H 4.9133 -0.1288 5.2599 0.102
Cl 4.0676 -0.4771 0.3678 0.522
C 2.5076 -0.9198 -0.3574 -0.703
H 2.2863 -1.9399 -0.0709 -0.029
H 2.5703 -0.8208 -1.4377 -0.006

***

(5)
78
Properties=species:S:1:pos:R:3:lowdin_charge:R:1 method="wB97M-V/def2-TZVPD" e_homo_ev=-4.994 gap_ev=5.09 lumo_ev=0.097 charge=0 relative_energy_kj_mol=31.5
Li 0.0596 0.0423 -0.1339 0.400
O -1.8283 -1.3555 6.3419 -0.053
C -0.6510 -0.6035 6.1199 -0.211
C -0.4056 -0.4654 4.6446 -0.182
C 0.4844 0.4982 4.1711 -0.007
C 0.6839 0.5892 2.8097 -0.139
N 0.0887 -0.2008 1.9226 0.034
C -0.7570 -1.1368 2.3662 -0.222
C -1.0352 -1.2824 3.7286 0.046
C -1.4279 -1.9384 1.3316 -0.203
C -2.2895 -2.9898 1.6485 0.051
C -2.9684 -3.6586 0.6476 -0.188
C -3.8631 -4.8262 0.9728 -0.208
O -3.1613 -5.8797 1.6218 -0.052
C -2.7749 -3.2347 -0.6640 0.001
C -1.8954 -2.1950 -0.8951 -0.124
N -1.2086 -1.5730 0.0570 0.061
H -2.0140 -1.3744 7.2834 0.091
H 0.2169 -1.1038 6.5695 0.131
H -0.7252 0.3938 6.5657 0.127
H 0.9921 1.1657 4.8557 0.116
H 1.3420 1.3455 2.3950 0.106
H -1.7584 -1.9994 4.0865 0.111
H -2.4347 -3.3017 2.6737 0.122
H -4.3480 -5.1861 0.0598 0.117
H -4.6424 -4.5199 1.6712 0.129
H -2.3634 -6.0704 1.1180 0.090
H -3.2982 -3.7053 -1.4861 0.115
H -1.7467 -1.8315 -1.9061 0.094
C 5.3299 -1.2657 0.1918 -0.040
C 4.8163 0.1696 0.0224 -0.591
C 5.3061 1.0520 1.1793 -0.039
C 5.2598 0.7496 -1.3288 -0.036
C 3.3513 0.1554 0.0439 -0.144
N 2.2042 0.1734 0.0519 0.178
H 6.4203 -1.2634 0.1865 0.090
H 4.9788 -1.9029 -0.6200 0.091
H 4.9877 -1.6897 1.1360 0.090
H 6.3963 1.0807 1.1793 0.090
H 4.9682 0.6544 2.1365 0.089
H 4.9312 2.0705 1.0764 0.091
H 6.3490 0.7835 -1.3747 0.090
H 4.8727 1.7602 -1.4609 0.087
H 4.8931 0.1346 -2.1509 0.092
C -1.3238 3.3326 1.0859 -0.283
Si -1.8233 1.9458 -0.1594 0.543
C -2.2116 2.9358 -1.7599 -0.288
C -3.5220 1.3544 0.4820 -0.324
C -3.5894 0.7171 1.7267 -0.132
C -4.7724 0.1817 2.2142 -0.108
C -5.9383 0.2719 1.4643 -0.120
C -5.9019 0.9077 0.2307 -0.110
C -4.7101 1.4362 -0.2498 -0.112
H -2.0343 4.1677 1.0726 0.012
H -0.3350 3.7299 0.8387 -0.004
H -1.2814 2.9461 2.1086 -0.008
H -2.8859 3.7827 -1.5791 0.017
H -2.6571 2.3073 -2.5371 0.005
H -1.2848 3.3362 -2.1706 -0.013
H -2.6907 0.6518 2.3336 0.079
H -4.7890 -0.3092 3.1821 0.094
H -6.8659 -0.1437 1.8392 0.089
H -6.8100 0.9990 -0.3550 0.093
H -4.7073 1.9240 -1.2194 0.084
S -0.0907 -0.5057 -4.8006 1.044
C 0.3898 -0.9554 -3.1867 -0.468
N 0.8732 -0.0195 -2.4536 0.015
C 0.9432 1.1684 -3.1527 -0.330
C 1.4807 2.3633 -2.6751 -0.030
C 1.5114 3.4608 -3.5081 -0.083
C 1.0009 3.3944 -4.8086 -0.084
C 0.4627 2.2215 -5.3021 -0.088
C 0.4516 1.1100 -4.4684 -0.472
H 0.2746 -1.9799 -2.8586 0.072
H 1.8423 2.4044 -1.6555 0.101
H 1.9111 4.3999 -3.1483 0.105
H 1.0289 4.2706 -5.4430 0.104
H 0.0641 2.1717 -6.3067 0.108